[1]
{"formula": "C37H35LaOP2", "method": "ωB97M-V/def2-TZVPD", "total_charge": 2, "gap_ev": 7.5241, "lumo_energy_ev": -6.34, "homo_energy_ev": -13.86, "symbols": ["P", "C", "H", "H", "C", "C", "C", "C", "C", "H", "C", "H", "C", "H", "H", "C", "H", "H", "C", "H", "H", "C", "H", "H", "C", "H", "C", "C", "C", "H", "C", "C", "H", "H", "H", "H", "C", "La", "C", "H", "P", "H", "C", "H", "H", "C", "C", "C", "C", "H", "H", "C", "H", "C", "C", "C", "H", "C", "C", "H", "H", "H", "H", "H", "C", "H", "C", "H", "C", "O", "H", "C", "H", "C", "C", "C"], "coordinates": [[-1.677, 1.666, -0.163], [-3.218, 3.582, 3.119], [5.236, -3.040, -0.536], [-0.239, 2.559, 4.456], [-0.559, 0.057, -3.914], [2.236, 2.499, -1.993], [-0.866, 5.521, -2.574], [0.764, 0.566, -3.788], [-1.470, 4.389, -3.174], [-4.123, 4.133, 3.374], [2.861, 4.652, -2.948], [-0.676, -3.257, 2.017], [-5.695, -0.099, -1.583], [-1.213, 0.004, -3.027], [3.426, 4.588, 0.446], [2.633, 2.930, -0.705], [-0.703, 6.417, -3.178], [-2.832, -0.809, 0.170], [-0.995, -0.377, -5.169], [2.664, 2.218, 0.157], [3.605, 6.115, -1.524], [4.026, -0.016, -1.588], [4.336, 1.000, -1.868], [0.123, 3.528, -4.595], [3.156, -2.627, -0.966], [-2.021, -0.751, -5.284], [-1.760, 3.265, -2.408], [1.203, 0.148, -6.139], [3.190, 5.111, -1.661], [-0.866, 4.401, 0.671], [2.224, -1.679, -1.417], [4.925, -0.975, -1.109], [0.298, -2.581, 3.370], [0.604, 4.055, -4.829], [2.699, 0.900, -4.726], [-4.923, -1.922, -0.698], [-0.564, 5.524, -1.200], [0.798, 0.118, 0.551], [-1.890, 2.379, 1.503], [-4.173, 2.971, -1.485], [1.396, 0.878, -2.116], [-0.126, 6.386, -0.678], [0.298, -2.789, 2.283], [-6.276, 1.902, -2.260], [1.162, -1.953, -1.581], [-3.586, -0.252, -0.412], [-2.195, 3.391, 4.069], [-0.930, 4.412, -0.423], [4.497, -2.275, -0.810], [1.900, 0.197, -6.995], [3.046, 5.280, -3.849], [-4.740, -0.862, -0.892], [-0.478, -0.642, -7.251], [-0.116, -0.316, -6.271], [2.673, -0.365, -1.757], [-0.816, 2.267, 2.416], [-2.272, 2.430, -2.884], [2.351, 3.360, -3.113], [-4.332, 1.895, -1.327], [-6.618, -0.568, -1.918], [-3.855, 3.170, 1.075], [-1.818, 4.247, -4.190], [1.095, -3.533, 2.096], [2.848, -3.667, -0.790], [-1.504, 3.285, -1.036], [2.072, 2.972, -4.103], [-5.510, 1.280, -1.779], [0.219, 1.908, 2.137], [3.082, 4.249, -0.537], [0.510, -1.590, 1.545], [5.993, -0.721, -1.062], [-1.023, 2.725, 3.713], [-2.317, 3.774, 5.078], [1.658, 0.572, -4.882], [-3.358, 1.119, -0.666], [-3.068, 3.057, 1.834]]}

[2]
{"formula": "C5H7FN3", "method": "ωB97M-V/def2-TZVPD", "total_charge": 1, "gap_ev": 9.0435, "e_above_lowest_kcal_mol": 60.5, "lumo_energy_ev": -3.96, "homo_energy_ev": -13.01, "symbols": ["H", "C", "C", "H", "C", "F", "N", "N", "C", "H", "H", "H", "H", "N", "C", "H"], "coordinates": [[2.848, 1.616, -0.204], [-0.256, -1.098, -0.089], [0.786, 1.816, 0.157], [0.890, 2.954, 0.410], [1.873, -0.284, -0.063], [3.103, -0.788, -0.242], [1.948, 1.086, -0.092], [-0.129, -2.370, 0.189], [-0.472, 1.362, 0.025], [-0.174, -2.732, 1.165], [-2.993, 0.437, -0.687], [-2.865, -1.034, 0.313], [0.192, -2.827, -0.628], [-2.366, -0.241, -0.213], [-1.015, 0.024, -0.182], [-1.372, 2.080, 0.141]]}

[3]
{"formula": "C2GaO4", "method": "ωB97M-V/def2-TZVPD", "total_charge": 1, "gap_ev": [6.3162, 6.3167], "lumo_energy_ev": [-8.68, -8.68], "homo_energy_ev": [-15.00, -15.00], "symbols": ["Ga", "O", "O", "O", "C", "C", "O"], "coordinates": [[-0.387, 0.304, -0.592], [0.367, -0.336, 0.932], [2.572, -0.698, 0.559], [-2.375, 0.329, -0.552], [-3.400, 0.214, -0.078], [1.542, -0.049, 0.339], [1.380, 0.680, -0.752]]}

Number 1: strongest force on any atom 2.627 eV/Å, energy -2219.91169 Ha. Number 2: strongest force on any atom 2.805 eV/Å, energy -458.47021 Ha. Number 3: strongest force on any atom 7.549 eV/Å, energy -2301.55548 Ha.